Entry 1:
{"formula": "C17H10F5NO5SSeTeV", "method": "the ωB97M-V functional and the def2-TZVPD basis", "symbols": ["V", "O", "C", "O", "C", "C", "C", "C", "C", "N", "C", "O", "O", "H", "H", "H", "H", "H", "F", "C", "C", "F", "C", "F", "C", "Se", "C", "F", "C", "F", "Te", "C", "C", "C", "C", "S", "H", "H", "H", "O", "H", "H"], "coordinates": [[0.082, -1.040, -0.423], [2.847, -1.588, 2.390], [2.010, -1.124, 1.487], [1.138, -1.816, 0.912], [2.048, 0.257, 1.074], [2.873, 1.312, 1.459], [2.688, 2.551, 0.850], [1.707, 2.710, -0.120], [0.906, 1.612, -0.452], [1.082, 0.405, 0.143], [-0.138, 1.419, -1.412], [-0.636, 2.325, -2.252], [-0.570, 0.234, -1.425], [2.741, -2.538, 2.553], [3.630, 1.155, 2.206], [3.313, 3.386, 1.128], [1.559, 3.663, -0.610], [-0.323, 3.223, -2.072], [-0.876, 1.736, -5.973], [-0.261, 0.907, -5.140], [-0.879, -0.281, -4.740], [-2.099, -0.581, -5.171], [-0.221, -1.110, -3.845], [-0.844, -2.180, -3.300], [1.036, -0.800, -3.338], [1.820, -1.879, -1.995], [1.595, 0.422, -3.691], [2.700, 0.812, -3.039], [0.968, 1.272, -4.594], [1.487, 2.468, -4.871], [-2.093, -1.210, 1.102], [-3.531, 0.021, 0.240], [-4.892, -0.174, 0.307], [-5.628, 0.860, -0.286], [-4.828, 1.845, -0.793], [-3.169, 1.523, -0.557], [-5.321, -1.049, 0.766], [-6.702, 0.882, -0.333], [-5.111, 2.753, -1.287], [-0.708, -3.306, -0.638], [-0.931, -3.677, -1.506], [-0.367, -4.028, -0.094]], "forces_ev_per_a": [[-1.691, -5.871, -0.145], [-0.277, 0.461, -0.395], [0.251, -0.959, 0.414], [1.772, -0.590, 2.437], [0.541, 0.724, 0.229], [-0.561, -0.566, -0.301], [-0.052, 0.094, -0.100], [-0.349, -0.543, -0.037], [0.640, 0.413, 0.424], [1.144, 2.116, 0.884], [-0.628, 0.895, -1.173], [0.256, -0.959, 0.751], [-1.691, 4.195, -2.259], [-0.158, 0.013, -0.116], [0.129, -0.019, 0.122], [0.021, 0.023, -0.006], [0.042, 0.033, 0.007], [0.107, -0.083, 0.034], [-0.021, -0.081, 0.030], [0.203, -0.164, 0.304], [0.113, -0.051, 0.062], [0.107, 0.067, -0.034], [0.402, 0.008, 0.140], [-0.243, 0.308, -0.624], [-0.071, 0.250, -0.513], [0.209, 0.002, -0.036], [-0.235, -0.367, 0.015], [0.096, 0.338, -0.410], [-0.112, -0.282, 0.047], [-0.002, -0.020, -0.028], [-0.079, 0.391, 0.240], [-0.056, 0.338, -0.048], [0.935, -0.396, 0.184], [0.078, 0.658, -0.344], [-0.102, -0.007, 0.098], [-0.553, -0.648, 0.383], [-0.104, -0.074, 0.061], [-0.171, 0.034, -0.050], [-0.200, 0.170, -0.135], [0.076, -0.024, -0.078], [0.235, 0.106, 0.110], [-0.002, 0.071, -0.143]], "mulliken_charge": [0.12, -0.43, 0.69, -0.52, 0.30, -0.57, -0.72, -0.87, 0.60, -0.13, 0.27, -0.31, 0.24, 0.40, 0.57, 0.48, 0.44, 0.32, -0.30, 0.57, 0.26, -0.32, 0.61, -0.36, -0.37, -0.04, 0.45, -0.40, 0.09, -0.34, 0.27, 0.13, -0.54, -0.45, -0.55, 0.09, 0.39, 0.40, 0.41, -0.40, 0.26, 0.26], "e_homo_ev": [-10.2, -9.8], "charge": 1, "de_lowest_ev": 1.8934, "spin_multiplicity": 3}

Entry 2:
{"formula": "C2H3NO2", "method": "the ωB97M-V functional and the def2-TZVPD basis", "symbols": ["C", "C", "N", "O", "O", "H", "H", "H"], "coordinates": [[-4.055, -2.014, -0.547], [0.130, -0.178, 0.120], [-0.412, -1.369, 0.447], [-3.303, -2.667, -1.107], [-4.816, -1.359, 0.001], [-0.060, 0.083, -0.938], [-0.295, 0.628, 0.742], [1.226, -0.175, 0.269]], "forces_ev_per_a": [[0.025, -0.020, -0.054], [0.589, 1.329, -0.379], [-0.664, -1.435, 0.368], [1.158, -1.024, -0.862], [-1.160, 1.032, 0.907], [0.017, 0.005, 0.049], [0.055, 0.076, -0.027], [-0.021, 0.037, -0.003]], "mulliken_charge": [0.69, -0.49, -0.27, -0.34, -0.36, 0.25, 0.26, 0.26], "e_homo_ev": [-9.6, -9.6], "charge": 0, "de_lowest_ev": 3.3462, "spin_multiplicity": 1}

Entry 3:
{"formula": "CH6N2O2", "method": "the ωB97M-V functional and the def2-TZVPD basis", "symbols": ["N", "C", "N", "O", "H", "H", "H", "H", "O", "H", "H"], "coordinates": [[1.351, -1.852, -0.290], [1.827, -1.407, 0.862], [1.160, -0.211, 1.317], [2.666, -1.985, 1.525], [1.689, -2.870, -0.424], [0.582, -1.264, -0.676], [0.219, -0.332, 1.644], [1.723, 0.615, 1.580], [-5.400, 4.156, -2.611], [-5.505, 5.033, -2.247], [-5.375, 4.341, -3.549]], "forces_ev_per_a": [[-0.155, -1.706, -0.968], [0.045, 1.108, 2.677], [1.003, 0.518, -0.885], [0.250, 0.238, -0.466], [-1.480, 2.422, -0.583], [1.033, -1.587, -0.093], [0.103, 0.322, 0.134], [-0.800, -1.313, 0.184], [0.010, -0.040, -0.007], [-0.048, 0.260, 0.434], [0.040, -0.221, -0.427]], "mulliken_charge": [-0.42, 0.52, -0.46, -0.59, 0.28, 0.27, 0.21, 0.20, -0.64, 0.32, 0.32], "e_homo_ev": -9.4, "charge": 0, "smiles": "NC(N)=O.O", "de_lowest_ev": 1.3771, "spin_multiplicity": 1}